This record from OMol25 describes a structure of composition C49H37GeN5O2PSm at a distorted geometry. The level of theory is the ωB97M-V functional and the def2-TZVPD basis.

Geometry (Å):
Sm: -1.015 -0.158 0.476
C: -1.039 -0.453 5.129
C: 0.128 -1.031 5.570
C: 1.056 -1.339 4.648
C: 0.840 -1.089 3.281
N: -0.298 -0.509 2.850
C: -1.240 -0.220 3.803
N: 1.922 -1.276 2.446
C: 2.067 -1.393 1.185
N: 1.048 -1.571 0.125
C: 1.803 -1.282 -1.094
N: 1.407 -1.068 -2.262
C: 0.169 -0.986 -2.809
C: 0.112 -1.293 -4.139
C: -1.058 -1.064 -4.825
C: -2.141 -0.518 -4.150
C: -2.009 -0.245 -2.796
N: -0.867 -0.506 -2.108
C: 3.224 -1.159 -0.764
C: 4.307 -0.805 -1.517
C: 5.550 -0.689 -0.925
C: 5.728 -0.916 0.446
C: 4.637 -1.199 1.241
C: 3.391 -1.289 0.604
H: -1.811 -0.142 5.808
H: 0.323 -1.116 6.624
H: 2.064 -1.726 4.929
H: -2.161 0.240 3.469
H: 1.025 -1.571 -4.668
H: -1.129 -1.213 -5.919
H: -3.063 -0.310 -4.670
H: -2.795 0.247 -2.291
H: 4.228 -0.640 -2.585
H: 6.415 -0.545 -1.572
H: 6.712 -0.950 0.878
H: 4.688 -1.269 2.309
O: -2.430 1.157 1.675
C: -3.037 1.361 0.566
O: -3.193 0.363 -0.226
C: -3.335 2.742 0.097
C: -4.626 3.170 -0.081
C: -4.846 4.469 -0.455
C: -3.746 5.360 -0.624
C: -2.450 4.872 -0.579
C: -2.255 3.535 -0.191
P: -0.659 2.685 -0.183
C: 0.219 3.141 1.367
C: 1.506 2.652 1.529
C: 2.188 2.838 2.725
C: 1.567 3.493 3.767
C: 0.260 3.994 3.620
C: -0.409 3.824 2.408
C: 0.197 3.423 -1.585
C: 1.246 4.324 -1.399
C: 1.890 4.803 -2.513
C: 1.518 4.390 -3.803
C: 0.510 3.443 -3.964
C: -0.146 2.957 -2.839
H: -5.457 2.502 -0.028
H: -5.818 4.881 -0.657
H: -3.918 6.382 -0.849
H: -1.549 5.511 -0.728
H: 2.005 2.161 0.705
H: 3.183 2.435 2.837
H: 2.072 3.595 4.728
H: -0.162 4.509 4.473
H: -1.416 4.167 2.301
H: 1.512 4.672 -0.436
H: 2.747 5.466 -2.391
H: 1.979 4.801 -4.658
H: 0.216 3.100 -4.945
H: -0.900 2.197 -2.898
Ge: 0.780 -3.623 0.077
C: -0.460 -3.804 1.530
C: 0.042 -3.948 2.840
C: -0.820 -3.880 3.936
C: -2.153 -3.593 3.744
C: -2.664 -3.426 2.459
C: -1.796 -3.566 1.363
C: 0.161 -4.054 -1.710
C: 0.982 -4.865 -2.509
C: 0.570 -5.224 -3.779
C: -0.695 -4.853 -4.226
C: -1.545 -4.143 -3.400
C: -1.116 -3.718 -2.146
H: 2.199 -4.059 0.349
H: 1.107 -4.104 2.968
H: -0.426 -4.041 4.898
H: -2.857 -3.543 4.574
H: -3.712 -3.234 2.246
H: -2.184 -3.498 0.345
H: 2.010 -5.101 -2.138
H: 1.251 -5.757 -4.423
H: -1.028 -5.196 -5.189
H: -2.578 -3.998 -3.765
H: -1.747 -3.092 -1.541

Computed properties:
highest occupied orbital energy (spin up / spin down) = -13.43 / -13.41 eV
2S+1 = 6
total charge = +2
energy relative to the best compared isomer or geometry (same formula, charge and spin) = 0.0 kJ/mol
frontier orbital gap (spin up / spin down) = 7.33 / 7.53 eV
largest force on an atom = 2.80 eV Å⁻¹

***

This record from OMol25 describes a structure of composition C49H38BF7NbO15 at a distorted geometry. The level of theory is the ωB97M-V functional and the def2-TZVPD basis.

Geometry (Å):
C: 4.444 -4.327 -2.133
C: 4.412 -2.907 -2.159
Nb: 4.070 -0.621 -2.196
B: 5.901 -0.272 -0.870
O: 7.014 0.646 -1.299
C: 6.147 -1.013 0.609
C: 4.775 -1.203 1.485
C: 3.619 1.647 -2.381
F: 4.833 2.492 -2.192
F: 3.242 1.827 -3.834
C: 2.310 2.123 -1.523
F: 1.818 3.458 -2.020
F: 1.187 1.162 -1.838
C: 2.501 2.181 0.099
F: 2.082 0.949 0.826
F: 3.848 2.570 0.571
F: 1.569 3.264 0.590
H: 4.185 -5.479 -1.965
H: 2.937 -0.828 -0.803
H: 2.743 -0.941 -3.437
H: 5.217 -0.536 -3.639
H: 7.344 0.196 -2.155
H: 6.884 -0.319 1.217
H: 6.671 -2.077 0.475
H: 5.098 -1.741 2.497
H: 3.992 -1.945 0.981
H: 4.270 -0.164 1.782
C: -1.152 3.647 -2.369
C: -1.829 2.512 -2.567
C: -3.260 2.526 -2.931
O: -3.880 1.487 -3.110
C: -3.913 3.843 -3.068
C: -3.236 4.979 -2.870
C: -1.805 4.964 -2.507
O: -1.184 6.003 -2.327
H: -0.103 3.654 -2.101
H: -1.364 1.538 -2.471
H: -4.962 3.836 -3.336
H: -3.701 5.952 -2.967
C: -6.116 1.408 -0.137
C: -6.753 1.879 -1.214
C: -8.174 2.272 -1.153
O: -8.758 2.701 -2.138
C: -8.865 2.125 0.144
C: -8.228 1.654 1.221
C: -6.807 1.261 1.160
O: -6.223 0.832 2.145
H: -5.074 1.114 -0.165
H: -6.260 1.993 -2.172
H: -9.907 2.419 0.172
H: -8.721 1.540 2.179
C: 0.707 0.376 3.340
C: -0.487 0.873 3.678
C: -1.283 0.278 4.769
O: -2.377 0.730 5.078
C: -0.709 -0.886 5.473
C: 0.485 -1.383 5.135
C: 1.281 -0.788 4.043
O: 2.375 -1.241 3.734
H: 1.304 0.800 2.541
H: -0.921 1.727 3.172
H: -1.305 -1.311 6.271
H: 0.920 -2.237 5.640
C: 8.973 -4.595 4.315
C: 8.336 -4.124 3.238
C: 6.915 -3.731 3.300
O: 6.331 -3.302 2.314
C: 6.224 -3.877 4.596
C: 6.861 -4.349 5.673
C: 8.282 -4.741 5.612
O: 8.866 -5.171 6.598
H: 10.015 -4.889 4.287
H: 8.829 -4.010 2.280
H: 5.182 -3.584 4.624
H: 6.368 -4.462 6.631
C: -0.067 -3.609 -1.305
C: -1.375 -3.744 -1.069
C: -2.374 -2.956 -1.817
O: -3.572 -3.077 -1.600
C: -1.872 -2.014 -2.837
C: -0.563 -1.879 -3.074
C: 0.436 -2.668 -2.326
O: 1.633 -2.546 -2.543
H: 0.679 -4.179 -0.765
H: -1.760 -4.431 -0.324
H: -2.618 -1.444 -3.377
H: -0.179 -1.193 -3.818
C: 2.982 3.816 -6.839
C: 2.241 2.728 -6.607
C: 0.970 2.501 -7.322
O: 0.290 1.506 -7.108
C: 0.550 3.520 -8.303
C: 1.290 4.608 -8.536
C: 2.562 4.836 -7.821
O: 3.241 5.831 -8.034
H: 3.917 3.999 -6.324
H: 2.536 1.971 -5.891
H: -0.385 3.337 -8.819
H: 0.995 5.366 -9.252
C: -7.298 -0.473 4.960
C: -6.413 -1.374 5.397
C: -6.847 -2.689 5.908
O: -6.038 -3.514 6.310
C: -8.297 -2.970 5.917
C: -9.182 -2.069 5.480
C: -8.748 -0.754 4.969
O: -9.557 0.070 4.567
H: -6.997 0.496 4.583
H: -5.347 -1.183 5.397
H: -8.598 -3.940 6.294
H: -10.248 -2.260 5.480

Computed properties:
highest occupied orbital energy = -4.83 eV
total charge = -1
frontier orbital gap = 4.44 eV
largest force on an atom = 9.70 eV Å⁻¹

***

This record from OMol25 describes a structure of composition C49H39BrIN4O5PSW. The level of theory is the ωB97M-V functional and the def2-TZVPD basis.

Geometry (Å):
W: 0.076 -0.202 -0.589
O: -1.270 -1.189 0.547
P: -2.692 -1.785 0.716
C: -2.504 -3.341 1.571
C: -3.430 -4.368 1.397
C: -3.307 -5.537 2.131
C: -2.265 -5.681 3.037
C: -1.346 -4.656 3.219
C: -1.465 -3.483 2.492
C: -3.682 -0.678 1.694
C: -3.104 0.453 2.261
C: -3.868 1.297 3.052
C: -5.204 1.001 3.286
C: -5.780 -0.140 2.734
C: -5.022 -0.981 1.938
C: -3.490 -2.066 -0.853
C: -4.545 -1.267 -1.291
C: -5.114 -1.496 -2.534
C: -4.623 -2.512 -3.345
C: -3.563 -3.304 -2.918
C: -2.999 -3.089 -1.672
H: -4.239 -4.267 0.683
H: -4.021 -6.338 1.993
H: -2.171 -6.597 3.608
H: -0.541 -4.771 3.934
H: -0.761 -2.672 2.648
H: -2.054 0.661 2.098
H: -3.419 2.181 3.488
H: -5.801 1.658 3.905
H: -6.819 -0.372 2.927
H: -5.478 -1.868 1.509
H: -4.927 -0.469 -0.663
H: -5.947 -0.890 -2.866
H: -5.074 -2.694 -4.313
H: -3.185 -4.098 -3.551
H: -2.180 -3.714 -1.338
O: 4.995 -2.783 2.764
C: 5.074 -2.391 1.478
O: 6.083 -1.947 1.021
C: 3.823 -2.501 0.651
C: 3.976 -2.765 -0.719
C: 2.903 -2.754 -1.574
C: 1.629 -2.449 -1.078
S: 0.298 -2.004 -2.143
C: 1.458 -2.254 0.301
C: 2.569 -2.273 1.162
H: 4.190 -3.287 2.926
H: 4.976 -2.946 -1.093
H: 3.040 -2.921 -2.635
H: 0.470 -2.288 0.731
H: 2.421 -2.075 2.218
Br: -0.051 -0.218 4.276
C: -0.500 1.605 4.094
C: -1.197 2.217 5.127
C: -1.554 3.552 5.023
C: -1.239 4.278 3.882
C: -0.542 3.671 2.850
C: -0.168 2.336 2.960
I: 1.109 1.567 1.480
H: -1.447 1.646 6.011
H: -2.083 4.025 5.841
H: -1.513 5.321 3.802
H: -0.253 4.243 1.977
O: -0.321 2.271 -3.867
C: 0.673 2.050 -3.228
N: 1.928 2.558 -3.379
C: 2.924 2.005 -2.458
C: 2.005 1.039 -1.757
O: 2.195 0.231 -0.789
N: 0.758 1.148 -2.115
C: 3.339 2.972 -1.340
C: 4.335 2.575 -0.451
C: 4.645 3.370 0.642
C: 3.968 4.565 0.851
C: 2.978 4.963 -0.037
C: 2.654 4.163 -1.126
C: 4.078 1.360 -3.196
C: 5.159 2.144 -3.586
C: 6.187 1.586 -4.330
C: 6.143 0.243 -4.681
C: 5.066 -0.540 -4.294
C: 4.033 0.019 -3.556
H: 2.173 3.105 -4.189
H: 4.874 1.649 -0.616
H: 5.428 3.061 1.323
H: 4.226 5.193 1.694
H: 2.465 5.905 0.109
H: 1.884 4.482 -1.817
H: 5.209 3.188 -3.294
H: 7.027 2.199 -4.632
H: 6.950 -0.193 -5.257
H: 5.030 -1.586 -4.573
H: 3.186 -0.596 -3.268
N: -2.284 0.761 -2.302
C: -3.172 1.729 -2.510
C: -3.162 2.550 -1.397
C: -2.206 2.002 -0.554
N: -1.672 0.906 -1.109
H: -1.988 0.048 -2.944
H: -3.735 1.776 -3.428
H: -3.763 3.427 -1.229
H: -1.880 2.335 0.419

Computed properties:
highest occupied orbital energy (spin up / spin down) = -13.10 / -13.44 eV
2S+1 = 3
total charge = +2
energy relative to the best compared isomer or geometry (same formula, charge and spin) = 53.0 kJ/mol
frontier orbital gap (spin up / spin down) = 7.16 / 7.21 eV
largest force on an atom = 0.77 eV Å⁻¹

***

This record from OMol25 describes a structure of composition C49H39LiN5OP2S5Te at a distorted geometry. The level of theory is the ωB97M-V functional and the def2-TZVPD basis.

Geometry (Å):
Li: 0.476 1.336 0.552
N: 2.369 4.002 2.402
C: 1.374 4.411 1.593
N: 0.240 3.827 1.451
C: -0.634 4.575 0.713
C: -0.134 5.754 0.247
S: 1.499 5.966 0.755
C: -2.017 4.167 0.598
C: -2.966 4.755 -0.186
S: -4.512 4.038 0.084
C: -3.730 2.956 1.252
N: -2.474 3.157 1.391
N: -4.444 2.037 1.942
H: 2.348 3.009 2.593
H: 3.284 4.375 2.201
H: -0.624 6.506 -0.334
H: -2.853 5.534 -0.910
H: -3.865 1.272 2.274
H: -5.310 1.751 1.512
Te: -0.587 -1.803 -1.855
C: -1.110 -3.880 -1.791
C: -1.968 -4.545 -0.926
C: -2.179 -5.901 -1.099
N: -1.602 -6.632 -2.040
C: -0.774 -6.000 -2.863
C: -0.506 -4.650 -2.786
C: -0.573 -0.626 -0.028
P: -2.039 0.191 0.601
C: -3.210 -1.122 1.159
C: -3.843 -2.042 0.330
C: -4.641 -3.031 0.874
C: -4.806 -3.121 2.248
C: -4.173 -2.215 3.083
C: -3.380 -1.225 2.536
C: -2.967 0.724 -0.883
C: -2.274 1.382 -1.895
C: -2.945 1.955 -2.960
C: -4.329 1.900 -3.023
C: -5.032 1.260 -2.017
C: -4.360 0.687 -0.956
P: 0.166 -0.966 1.559
C: 1.975 -1.247 1.341
C: 2.718 -1.012 2.496
C: 4.073 -1.282 2.538
C: 4.705 -1.811 1.424
C: 3.979 -2.031 0.266
C: 2.628 -1.736 0.217
C: -0.164 -2.740 1.981
C: 0.241 -3.785 1.159
C: -0.097 -5.088 1.461
C: -0.830 -5.370 2.601
C: -1.205 -4.340 3.448
C: -0.873 -3.034 3.141
H: -2.463 -4.022 -0.123
H: -2.854 -6.444 -0.445
H: -0.304 -6.625 -3.615
H: 0.178 -4.186 -3.486
H: -3.718 -1.971 -0.744
H: -5.137 -3.738 0.222
H: -5.432 -3.899 2.663
H: -4.301 -2.277 4.156
H: -2.869 -0.506 3.170
H: -1.191 1.434 -1.837
H: -2.390 2.461 -3.738
H: -4.858 2.358 -3.848
H: -6.113 1.218 -2.049
H: -4.924 0.186 -0.179
H: 2.218 -0.605 3.370
H: 4.644 -1.077 3.435
H: 5.762 -2.041 1.457
H: 4.471 -2.441 -0.606
H: 2.083 -1.885 -0.708
H: 0.830 -3.580 0.276
H: 0.202 -5.895 0.807
H: -1.099 -6.391 2.831
H: -1.759 -4.561 4.350
H: -1.149 -2.226 3.805
O: 2.044 1.785 0.152
C: 2.943 2.068 -0.831
C: 2.966 0.988 -1.900
C: 3.915 0.042 -2.124
C: 3.575 -0.866 -3.153
C: 2.369 -0.587 -3.704
S: 1.630 0.786 -2.974
C: 4.309 2.132 -0.202
C: 5.565 2.397 -0.649
C: 6.527 2.317 0.385
C: 5.974 1.984 1.579
S: 4.267 1.746 1.466
C: 2.595 3.376 -1.514
C: 1.353 3.747 -1.924
C: 1.321 5.009 -2.557
C: 2.546 5.586 -2.622
S: 3.760 4.593 -1.903
H: 4.828 -0.014 -1.563
H: 4.199 -1.687 -3.460
H: 1.856 -1.094 -4.497
H: 5.801 2.628 -1.672
H: 7.579 2.505 0.242
H: 6.468 1.855 2.523
H: 0.486 3.134 -1.758
H: 0.421 5.459 -2.943
H: 2.826 6.535 -3.034

Computed properties:
highest occupied orbital energy = -4.81 eV
total charge = -1
energy relative to the best compared isomer or geometry (same formula, charge and spin) = 64.5 kJ/mol
frontier orbital gap = 7.03 eV
largest force on an atom = 1.62 eV Å⁻¹